{"formula": "C34H96N6O11", "method": "wB97M-V/def2-TZVPD", "species": ["C", "C", "O", "H", "H", "H", "H", "H", "H", "C", "C", "O", "H", "H", "H", "H", "H", "H", "C", "C", "O", "H", "H", "H", "H", "H", "H", "C", "C", "O", "H", "H", "H", "H", "H", "H", "C", "C", "O", "H", "H", "H", "H", "H", "H", "C", "C", "C", "O", "C", "N", "H", "H", "H", "H", "H", "H", "H", "H", "H", "H", "H", "C", "C", "C", "O", "C", "N", "H", "H", "H", "H", "H", "H", "H", "H", "H", "H", "H", "C", "C", "C", "O", "C", "N", "H", "H", "H", "H", "H", "H", "H", "H", "H", "H", "H", "C", "C", "C", "O", "C", "N", "H", "H", "H", "H", "H", "H", "H", "H", "H", "H", "H", "C", "C", "C", "O", "C", "N", "H", "H", "H", "H", "H", "H", "H", "H", "H", "H", "H", "C", "C", "C", "O", "C", "N", "H", "H", "H", "H", "H", "H", "H", "H", "H", "H", "H"], "coordinates": [[20.247248, 5.109644, -8.208012], [19.869892, 3.781263, -7.574568], [20.736532, 2.734186, -8.009780], [19.575360, 5.831783, -7.729457], [20.032820, 5.156901, -9.273375], [21.277410, 5.398373, -8.003421], [18.855405, 3.519753, -7.898808], [19.834780, 3.826086, -6.482848], [20.238792, 1.939279, -8.205672], [15.487225, 5.260592, -0.937920], [13.986371, 5.037130, -0.924636], [13.307970, 6.075349, -1.614398], [15.753517, 6.030705, -0.213306], [15.790367, 5.509798, -1.954239], [16.040593, 4.354231, -0.671188], [13.601237, 4.900068, 0.083666], [13.786706, 4.126058, -1.503601], [13.366164, 5.876680, -2.560173], [22.108268, 9.390864, -8.180649], [23.634682, 9.452682, -8.107648], [24.066581, 8.898203, -6.873279], [21.736650, 8.364024, -8.116068], [21.708942, 9.721603, -9.142957], [21.705902, 9.943865, -7.331259], [23.938725, 10.496913, -8.212592], [24.041224, 8.881121, -8.942136], [23.959917, 9.523673, -6.152695], [23.452242, 10.582761, -0.117936], [22.868396, 9.388735, -0.855998], [23.806153, 8.319901, -0.887019], [24.364523, 10.883195, -0.643445], [23.875392, 10.242721, 0.831446], [22.755082, 11.405411, -0.005483], [22.672409, 9.673486, -1.896472], [21.928466, 9.081999, -0.386983], [23.372163, 7.630399, -1.428110], [19.082796, 0.504466, -2.022562], [18.105274, 1.424198, -1.305840], [17.890014, 0.944802, 0.024379], [18.708263, -0.487635, -2.261263], [20.025831, 0.442260, -1.483166], [19.294857, 1.030756, -2.958800], [17.152189, 1.604236, -1.811752], [18.561427, 2.422909, -1.264959], [17.035043, 1.219099, 0.364383], [29.971791, 6.464339, -5.248860], [29.360926, 7.702447, -5.918710], [28.071317, 8.087875, -5.240442], [27.258091, 6.949259, -5.018339], [26.319759, 7.127470, -3.993877], [30.298836, 8.812793, -5.902139], [29.335890, 5.579359, -5.356975], [30.150967, 6.596191, -4.177436], [30.920118, 6.133236, -5.680642], [29.181031, 7.421744, -6.960478], [27.527072, 8.832342, -5.829153], [28.345647, 8.490295, -4.254350], [25.554263, 7.881906, -4.204096], [26.825742, 7.354040, -3.048069], [25.776346, 6.198510, -3.809090], [30.588463, 9.083727, -4.967014], [31.169491, 8.547791, -6.346475], [15.003927, 6.644716, -5.408590], [13.587168, 6.195273, -5.065900], [12.733698, 6.062910, -6.309794], [13.246565, 4.999322, -7.091574], [12.916667, 5.090003, -8.454341], [13.650741, 4.905786, -4.328620], [15.436348, 5.933916, -6.117233], [15.652380, 6.737958, -4.541696], [14.916423, 7.595315, -5.938696], [13.173059, 6.935833, -4.375355], [12.738700, 6.997590, -6.887781], [11.675631, 5.861418, -6.098841], [13.321238, 4.222915, -8.967740], [13.276731, 6.025407, -8.896080], [11.829210, 5.096520, -8.606898], [14.251059, 4.299176, -4.886263], [12.755669, 4.426777, -4.427785], [21.598009, 2.475803, -3.992203], [22.835590, 2.900513, -4.782905], [24.114751, 3.002062, -3.955916], [23.897297, 3.948304, -2.927297], [24.986761, 3.999159, -2.039972], [22.981125, 2.073449, -6.002195], [20.641166, 2.447712, -4.509743], [21.446767, 3.100501, -3.103448], [21.799975, 1.492531, -3.549885], [22.560285, 3.896515, -5.168365], [24.940702, 3.283260, -4.618349], [24.296012, 2.017578, -3.504429], [25.285683, 3.033806, -1.621054], [24.751615, 4.692568, -1.232922], [25.904616, 4.400908, -2.490134], [22.301791, 2.439578, -6.670850], [23.849300, 2.433425, -6.417465], [22.114671, 0.872014, 2.968826], [20.968920, 1.299577, 2.063306], [21.352961, 2.369710, 1.041002], [21.652562, 3.591801, 1.697388], [22.468197, 4.413588, 0.895414], [20.441775, 0.144512, 1.343910], [21.745186, 0.107756, 3.656901], [22.473410, 1.702675, 3.578160], [22.948156, 0.447099, 2.407608], [20.216247, 1.778346, 2.711386], [20.541404, 2.552655, 0.330803], [22.253408, 2.004790, 0.531387], [22.581146, 5.374726, 1.388697], [22.056298, 4.525187, -0.114305], [23.452083, 3.950668, 0.738731], [20.003458, -0.442072, 2.045394], [19.720819, 0.462430, 0.697636], [22.760202, 7.118821, -4.419635], [21.665878, 6.926002, -3.389633], [20.436503, 6.252548, -3.983324], [19.529569, 5.963202, -2.934499], [18.535407, 5.033299, -3.266622], [22.186352, 6.217333, -2.203567], [23.632202, 7.646071, -4.027411], [22.423032, 7.696821, -5.284429], [23.141095, 6.170597, -4.808639], [21.273666, 7.896106, -3.058887], [20.726007, 5.361295, -4.548332], [19.915856, 6.974997, -4.624199], [18.978789, 4.172348, -3.786077], [17.827288, 5.478858, -3.979895], [18.017044, 4.664013, -2.386473], [21.326712, 5.925150, -1.743192], [22.721605, 5.401628, -2.511494], [24.488422, 5.204538, -9.049056], [25.218478, 5.399352, -7.740590], [26.201203, 4.272998, -7.435227], [25.455752, 3.079958, -7.223169], [26.256085, 2.032768, -6.752402], [25.889093, 6.688886, -7.673646], [23.764118, 6.027960, -9.104044], [23.931512, 4.270403, -9.128666], [25.117269, 5.262427, -9.940469], [24.448611, 5.290117, -6.955107], [26.743062, 4.548162, -6.521127], [26.937868, 4.075976, -8.219658], [26.994461, 1.697575, -7.490570], [25.679243, 1.132489, -6.535970], [26.789848, 2.270928, -5.825274], [26.323973, 6.760058, -6.755144], [25.132528, 7.370844, -7.700470]], "atomic_forces_ev_per_a": [[-0.56, 0.11, 0.74], [-0.48, -0.50, -0.84], [0.38, 0.29, 0.01], [0.23, 0.24, -0.08], [0.20, -0.26, -0.07], [0.04, -0.07, -0.04], [-0.05, 0.19, 0.12], [0.29, 0.14, 0.07], [-0.09, -0.04, 0.10], [0.03, -0.18, 0.34], [0.21, -0.65, -1.32], [-0.29, 0.51, 0.61], [0.20, 0.18, -0.30], [0.06, 0.29, 0.08], [-0.13, -0.05, 0.14], [-0.20, 0.30, -0.01], [-0.02, -0.24, 0.38], [0.23, -0.31, 0.16], [0.00, -0.46, -0.15], [-1.22, 0.27, -0.07], [0.41, -0.20, -0.19], [0.29, -0.09, 0.29], [0.13, 0.53, 0.19], [-0.30, 0.16, -0.24], [0.26, -0.07, -0.01], [0.39, -0.09, 0.26], [-0.09, 0.17, -0.11], [1.16, -0.89, -0.16], [0.17, 0.24, -0.19], [-0.21, 0.19, -0.03], [-0.29, 0.38, -0.24], [-0.56, 0.11, 0.27], [-0.01, 0.05, 0.06], [-0.33, 0.16, 0.03], [-0.05, -0.11, -0.03], [0.08, -0.30, 0.35], [-0.36, 0.86, -0.55], [0.18, 0.26, 0.42], [-0.12, -0.12, -0.15], [-0.13, -0.02, 0.21], [-0.05, -0.12, 0.13], [0.16, -0.30, -0.12], [0.01, -0.53, -0.21], [0.12, -0.03, 0.15], [0.01, 0.13, -0.09], [-0.21, -0.94, 0.11], [1.06, -1.28, 0.08], [-0.04, 0.15, 0.49], [0.05, -0.25, -0.34], [-0.25, -0.17, 0.72], [0.13, 0.74, -0.17], [-0.19, 0.21, 0.11], [-0.11, 0.22, -0.01], [0.08, 0.51, -0.21], [-0.15, 0.26, -0.03], [0.02, 0.14, 0.12], [-0.13, 0.29, -0.08], [0.37, 0.21, -0.14], [-0.05, 0.28, -0.04], [0.13, -0.12, -0.38], [-0.39, -0.15, 0.14], [-0.15, -0.07, -0.26], [-0.42, -0.08, -0.64], [0.30, -0.50, 0.64], [-0.26, 0.24, -0.55], [0.31, 0.00, 0.05], [-0.60, 0.24, -0.06], [-0.08, -0.09, -0.56], [0.11, -0.02, 0.10], [-0.11, 0.06, 0.10], [0.29, 0.11, 0.17], [-0.31, 0.05, -0.24], [0.17, 0.02, 0.02], [0.02, -0.03, 0.32], [0.17, 0.04, 0.01], [0.28, -0.09, -0.03], [-0.03, -0.13, 0.09], [0.19, 0.08, 0.24], [-0.09, 0.22, 0.27], [0.77, -0.54, 1.49], [-1.66, 0.84, -1.07], [-1.14, -0.57, -0.36], [0.56, -0.24, -0.01], [0.75, 0.57, 0.42], [0.91, 0.47, 0.28], [0.25, -0.02, -0.52], [0.08, 0.28, -0.20], [-0.24, -0.18, -0.30], [0.53, 0.43, 0.46], [0.11, 0.08, 0.18], [0.28, 0.00, -0.07], [-0.45, -0.19, -0.01], [-0.25, -0.12, 0.04], [-0.15, -0.03, -0.38], [-0.20, -0.49, 0.17], [-0.28, -0.46, -0.02], [-0.08, 0.10, 0.08], [-0.16, 0.68, 0.05], [0.58, -0.15, 0.64], [0.00, -0.20, 0.05], [0.13, -0.35, -0.23], [0.18, 0.25, 0.06], [0.07, -0.05, -0.01], [0.01, 0.04, -0.11], [-0.04, 0.01, -0.10], [-0.08, -0.09, -0.05], [-0.04, -0.20, -0.20], [-0.09, 0.04, -0.35], [-0.03, 0.05, -0.09], [-0.20, 0.25, 0.10], [0.08, 0.06, 0.22], [-0.13, -0.23, -0.33], [-0.04, -0.32, 0.46], [0.06, 0.23, -0.44], [0.10, 0.18, 0.27], [-0.36, 0.35, -0.03], [0.36, -0.31, 0.67], [0.12, -0.19, -1.02], [-0.46, 0.50, -0.67], [-0.30, 0.01, 0.27], [-0.12, -0.08, 0.06], [-0.13, -0.14, 0.10], [0.38, 0.09, 0.13], [-0.15, -0.24, 0.00], [0.26, -0.14, -0.50], [0.01, -0.07, 0.11], [-0.19, -0.04, 0.19], [0.06, 0.31, 0.16], [0.43, -0.32, 0.43], [-0.36, 0.05, 0.13], [-0.44, 0.50, -0.46], [0.15, -1.06, 0.15], [-0.11, 0.06, 0.16], [0.11, 0.01, 0.16], [0.64, -0.91, 0.03], [-0.41, -0.28, -0.28], [-0.07, -0.14, -0.29], [0.03, -0.03, 0.36], [0.27, 0.14, 0.20], [0.03, 0.07, 0.08], [0.09, -0.13, 0.07], [0.01, 0.30, -0.19], [0.11, 0.33, -0.10], [-0.52, 0.31, -0.07], [0.03, 0.31, -0.03], [-0.07, 0.20, -0.12], [0.58, 0.11, 0.16]], "mulliken_charge": [-0.990, 0.113, -0.542, 0.323, 0.462, 0.010, 0.473, -0.118, 0.247, -0.116, -0.476, -0.588, 0.295, -0.140, 0.077, 0.346, 0.242, 0.373, -0.860, -0.331, -0.310, 0.018, 0.414, 0.297, 0.337, 0.343, 0.244, -1.396, 0.188, -0.613, 0.317, 0.324, 0.373, 0.175, 0.245, 0.309, -0.758, 0.079, -0.604, 0.382, 0.257, 0.082, 0.496, -0.120, 0.284, -1.339, 0.676, -0.843, -0.079, -0.670, -0.734, 0.192, 0.289, 0.435, 0.261, 0.077, 0.568, 0.380, 0.456, -0.298, 0.262, 0.277, -1.444, 0.520, -0.984, -0.270, -0.818, -0.624, 0.336, 0.257, 0.427, 0.332, 0.484, 0.415, 0.252, 0.330, 0.306, 0.294, 0.185, -1.997, 1.798, -0.832, 0.158, -0.983, -0.817, 0.293, 0.234, 0.501, -0.521, 0.140, 0.328, 0.354, 0.263, 0.196, 0.354, 0.589, -1.433, 0.544, -0.357, -0.434, -0.676, -0.654, 0.408, 0.309, 0.302, 0.238, 0.273, 0.201, 0.330, 0.246, 0.327, 0.287, 0.011, -0.466, 0.314, -0.376, -0.433, 0.124, 0.227, -0.238, 0.420, -0.058, 0.192, -0.257, 0.590, -0.040, 0.093, -0.040, 0.305, -0.140, -1.673, 2.229, -0.947, -0.403, -0.972, -0.765, 0.368, 0.362, 0.281, -0.792, 0.383, 0.338, 0.349, 0.329, 0.307, 0.252, 0.088], "de_lowest_kcal_mol": 12.9, "smiles": "COC[C@H](C)N.COC[C@H](C)N.COC[C@H](C)N.COC[C@H](C)N.COC[C@H](C)N.COC[C@H](C)N.CCO.CCO.CCO.CCO.CCO", "homo_lumo_gap_ev": 9.1, "homo_ev": -8.855, "largest_force_ev_per_a": 2.1}